Record 1
{"formula": "C6H12O2S", "method": "ωB97M-V with the def2-TZVPD basis set", "symbols": ["C", "C", "C", "C", "C", "C", "O", "O", "S", "H", "H", "H", "H", "H", "H", "H", "H", "H", "H", "H", "H"], "positions_angstrom": [[-3.28793, -0.15006, -0.71210], [-2.79338, -1.11046, 0.39783], [-2.58391, 0.39335, 0.53242], [2.04118, -1.02974, -1.52941], [3.72154, 0.14346, -0.32920], [2.41141, -0.09169, -0.41918], [-1.30658, 2.52045, 0.80116], [-0.50516, 0.70774, -0.92054], [-0.82877, 0.92985, 0.47848], [-2.61828, 0.00208, -1.67080], [-4.31163, -0.07159, -0.75630], [-3.55904, -1.62985, 0.90074], [-1.94692, -1.83363, 0.04855], [-3.10900, 0.77175, 1.42731], [0.98976, -0.92888, -1.70637], [2.65903, -0.66058, -2.35362], [2.33654, -2.11814, -1.39767], [-0.58886, 3.19327, 0.84212], [4.15053, 0.89578, 0.34724], [4.30502, -0.48053, -0.90041], [1.64607, 0.61517, 0.06929]], "forces_ev_per_angstrom": [[4.446, 0.127, -0.129], [2.395, -0.487, -3.219], [-0.327, -1.194, 1.518], [0.339, -0.878, 0.120], [-1.790, 1.651, 2.408], [0.331, 1.576, 0.383], [0.415, 0.004, -0.384], [0.451, 0.375, -0.539], [-1.950, 0.529, 0.285], [-1.686, -0.598, 2.031], [-2.062, 0.633, -0.393], [-0.689, -0.160, 0.935], [-1.327, 1.653, 0.883], [0.192, 0.278, -0.888], [-0.459, -0.264, -0.601], [-0.672, -0.340, -0.391], [-0.492, 1.260, 0.252], [-0.287, -1.031, -0.080], [-0.069, -0.458, -0.404], [1.866, -1.039, -1.104], [1.376, -1.636, -0.683]], "nbo_charge": [-0.405, -0.429, -0.470, -0.669, -0.411, -0.161, -0.914, -0.947, 1.509, 0.259, 0.218, 0.220, 0.223, 0.246, 0.235, 0.218, 0.212, 0.501, 0.194, 0.179, 0.191], "total_energy_ev": -21343.1145, "e_lumo_ev": 0.48, "orbital_gap_ev": 9.63, "multiplicity": 1}

Record 2
{"formula": "C6H12O", "method": "ωB97M-V with the def2-TZVPD basis set", "symbols": ["O", "C", "C", "C", "C", "C", "C", "H", "H", "H", "H", "H", "H", "H", "H", "H", "H", "H", "H"], "positions_angstrom": [[2.73329, 1.68866, -0.70045], [1.95961, 0.86054, -0.32032], [0.43677, 0.77106, -0.45063], [-0.25786, -0.46340, 0.09213], [-0.25577, -1.63666, -0.93730], [-1.74276, -0.07081, 0.44337], [-2.29264, -0.74868, 1.67685], [2.27967, 0.13147, 0.46993], [0.04220, 1.68318, -0.01342], [0.32726, 0.73288, -1.56311], [0.17781, -0.91854, 0.99184], [-0.89677, -1.36178, -1.78319], [-0.60501, -2.56402, -0.45505], [0.78188, -1.91173, -1.12542], [-1.67916, 1.00898, 0.61412], [-2.43414, -0.26151, -0.37348], [-2.01621, -1.81316, 1.58395], [-3.38485, -0.76835, 1.55899], [-1.79348, -0.43755, 2.61827]], "forces_ev_per_angstrom": [[-0.363, 0.148, -0.863], [-0.531, -0.711, 2.669], [1.285, -0.220, -2.016], [-1.398, -1.053, -0.246], [0.143, 0.158, 1.396], [1.373, 0.644, 0.353], [0.513, -1.460, -0.476], [0.484, -0.236, -0.449], [-0.057, 0.250, -0.266], [-0.572, 0.646, 0.634], [0.287, 0.680, 0.122], [0.580, -0.348, -0.139], [-0.494, 0.409, -0.166], [0.042, 0.318, -0.884], [-0.624, -0.056, -0.073], [0.196, 0.090, -0.357], [-0.121, 0.074, 0.107], [0.232, 0.436, 1.096], [-0.976, 0.230, -0.443]], "nbo_charge": [-0.508, 0.467, -0.526, -0.220, -0.612, -0.383, -0.616, 0.073, 0.240, 0.233, 0.201, 0.209, 0.211, 0.210, 0.191, 0.199, 0.197, 0.220, 0.214], "total_energy_ev": -8463.0429, "e_lumo_ev": 0.97, "orbital_gap_ev": 10.62, "multiplicity": 1}

Record 3
{"formula": "C23H45CeCl3N2O6PSi", "method": "ωB97M-V with the def2-TZVPD basis set", "symbols": ["C", "C", "H", "H", "H", "C", "C", "H", "H", "H", "H", "Ce", "Cl", "Cl", "C", "O", "N", "C", "C", "H", "H", "H", "H", "H", "H", "H", "H", "H", "C", "C", "N", "H", "C", "O", "H", "H", "H", "H", "O", "C", "C", "C", "H", "C", "H", "C", "H", "C", "C", "H", "H", "H", "Si", "Cl", "C", "C", "C", "H", "H", "H", "H", "H", "H", "H", "H", "H", "C", "O", "P", "O", "C", "O", "C", "H", "H", "H", "H", "H", "H", "H", "H", "H"], "positions_angstrom": [[2.47187, -2.57713, -6.05994], [2.04379, -1.58786, -7.12166], [1.89619, -3.52257, -6.10517], [2.36273, -2.15313, -5.04894], [3.53391, -2.85513, -6.21217], [1.97073, -2.02554, -8.39910], [2.17575, -3.43638, -8.87099], [1.79798, -1.32662, -9.22696], [1.61396, -4.16863, -8.25114], [3.25494, -3.71474, -8.85958], [1.83219, -3.54548, -9.91959], [1.56716, 0.66264, -3.59034], [3.02195, -0.71228, -2.11884], [3.23494, 2.53060, -4.12531], [0.27738, 3.44781, -2.69536], [0.14916, 2.16306, -2.75042], [-0.73612, 4.30145, -2.78733], [-2.15742, 3.94608, -2.78470], [-0.36961, 5.61688, -3.29531], [1.27364, 3.89213, -2.57636], [-2.41818, 3.31234, -1.93353], [-2.50278, 3.45372, -3.71055], [-2.64566, 4.92636, -2.68500], [0.43022, 6.04902, -2.69077], [-1.26411, 6.23315, -3.23514], [-0.00170, 5.58516, -4.33318], [-0.88352, -4.35449, 0.05774], [-1.47420, -3.35284, -3.47321], [-1.80704, -3.83795, -0.22928], [-2.21249, -3.29350, -2.66446], [-1.58674, -2.96513, -1.38717], [-2.13832, -3.27501, 0.66019], [-0.72919, -1.93780, -1.28320], [-0.22504, -1.32883, -2.26902], [-2.94794, -2.53379, -2.95962], [-0.54814, -1.65447, -0.23642], [-2.56227, -4.58408, -0.49187], [-2.71668, -4.24767, -2.53514], [1.07857, -0.07426, -5.47854], [1.84533, -0.15610, -6.70903], [0.28626, 0.22470, -8.73281], [1.32136, 0.69356, -7.87866], [-0.18299, -0.78830, -8.60540], [-0.17940, 1.03705, -9.78610], [2.82912, 0.25281, -6.39785], [1.90784, 1.93891, -8.13534], [-1.01598, 0.70490, -10.41801], [0.41518, 2.27182, -10.02076], [1.46181, 2.69037, -9.21833], [2.67826, 2.30591, -7.44233], [0.06792, 2.91980, -10.84013], [1.95561, 3.64613, -9.39711], [-1.38070, -0.28766, -5.99047], [-1.19004, -2.34241, -6.20642], [-2.51025, -0.07624, -7.51708], [-0.97480, 1.61500, -6.19948], [-1.93178, -0.00930, -4.21731], [-2.40045, 0.97578, -7.91430], [-3.53417, -0.26531, -7.16717], [-2.25654, -0.79732, -8.32262], [-1.74267, -0.87631, -3.56839], [-3.01758, 0.17457, -4.28150], [-1.45828, 0.87908, -3.74732], [-0.73066, 1.82304, -7.24241], [-0.13259, 1.97902, -5.59834], [-1.89452, 2.15355, -5.93068], [1.47531, -1.62702, 2.23247], [0.54324, -0.80570, 1.49527], [0.21082, 0.75962, 2.01046], [-0.96179, 0.47345, 3.11630], [-2.01510, -0.54204, 3.02122], [-0.65273, 1.23582, 0.65838], [-1.72997, 2.13222, 0.68672], [1.40775, -2.63411, 1.80812], [1.23573, -1.67566, 3.30137], [2.50263, -1.25161, 2.11386], [-2.26406, -0.73417, 1.96008], [-1.66530, -1.46381, 3.52380], [-2.88023, -0.11495, 3.55670], [-2.43664, 1.79526, -0.06474], [-2.25735, 2.19073, 1.63911], [-1.41351, 3.13999, 0.41994]], "forces_ev_per_angstrom": [[0.054, -0.099, 0.318], [0.225, -1.396, -1.072], [0.165, 0.541, 0.041], [0.064, -0.295, -0.346], [-0.419, 0.163, 0.128], [0.228, 0.650, 0.147], [0.167, -0.532, -0.034], [0.114, -0.291, 0.602], [0.421, 0.362, -0.320], [-0.628, 0.050, 0.094], [0.159, 0.051, 0.599], [-0.298, -1.349, 0.550], [1.249, -1.117, 1.146], [0.596, 1.016, -0.344], [-0.863, -2.552, -0.083], [-1.154, 4.373, 1.357], [0.742, -0.670, -0.265], [-0.082, 0.248, -0.274], [0.135, 0.556, -0.057], [-0.143, -0.093, -0.243], [0.264, 0.082, -0.143], [0.345, 0.206, 0.274], [-0.271, -0.615, 0.018], [-0.153, 0.036, 0.050], [0.271, 0.238, -0.066], [-0.350, -0.118, 0.280], [-0.156, -0.031, -0.164], [-0.107, -0.073, 0.225], [0.050, 0.275, 0.233], [0.223, -0.024, -0.204], [-0.143, -0.014, 0.004], [-0.033, -0.114, -0.397], [0.873, 1.049, -1.688], [-1.005, -1.058, 2.112], [0.130, -0.182, 0.194], [0.473, 0.051, -0.216], [0.155, 0.220, 0.174], [0.003, -0.007, -0.251], [-0.787, -1.211, -2.829], [0.226, 0.307, 0.295], [-0.166, 0.138, -0.208], [-0.263, -0.355, -0.130], [0.675, 1.329, 0.072], [0.024, -0.537, 0.441], [-0.124, -0.063, -0.509], [-0.406, -0.648, 0.236], [0.459, 0.078, 0.357], [-0.139, 0.185, -0.383], [0.521, 0.645, 0.384], [-0.270, -0.109, -0.473], [0.176, -0.416, 0.419], [-0.239, -0.153, -0.092], [-0.304, 3.198, -0.334], [0.790, -0.614, 0.188], [-0.381, 0.028, -0.294], [1.181, -0.070, -0.128], [-0.407, -0.726, 0.415], [-0.455, -1.338, 0.374], [-0.087, 0.053, -0.423], [-0.436, 0.397, 0.536], [-0.311, 0.536, -0.365], [0.164, 0.018, 0.183], [-0.362, -0.559, -0.463], [-0.140, 0.369, 0.307], [-0.267, 0.201, 0.028], [0.001, -0.214, 0.005], [0.092, 0.397, -0.186], [-0.400, 0.856, 0.197], [-0.360, -0.751, -0.197], [-0.331, -0.386, -0.188], [0.557, 0.589, -0.112], [0.920, -1.256, 0.742], [-0.376, 0.282, -0.079], [0.019, 0.268, 0.044], [-0.089, 0.083, -0.167], [-0.319, -0.110, -0.014], [0.068, 0.004, 0.557], [-0.238, 0.453, -0.347], [0.356, -0.335, -0.302], [-0.199, -0.047, -0.129], [0.146, -0.175, 0.181], [0.181, 0.123, 0.013]], "mulliken_spin": [0.000, -0.002, 0.000, 0.000, 0.000, 0.000, 0.000, 0.000, 0.000, 0.000, 0.000, 1.017, -0.003, -0.002, -0.002, 0.005, 0.000, 0.000, 0.000, -0.001, 0.000, 0.000, 0.000, 0.000, 0.000, 0.000, 0.000, 0.000, 0.000, 0.000, 0.000, 0.000, 0.001, -0.005, 0.000, 0.000, 0.000, 0.000, -0.015, 0.004, -0.001, 0.002, 0.000, 0.000, -0.002, -0.001, 0.000, 0.000, 0.000, 0.000, 0.000, 0.000, 0.000, 0.000, 0.000, 0.002, 0.012, 0.000, 0.000, 0.000, -0.005, 0.000, -0.002, 0.000, -0.001, 0.000, 0.000, 0.000, 0.000, 0.000, 0.000, 0.000, 0.000, 0.000, 0.000, 0.000, 0.000, 0.000, 0.000, 0.000, 0.000, 0.000], "total_energy_ev": -107513.6451, "e_lumo_ev": [0.26, 0.26], "orbital_gap_ev": [7.74, 8.51], "multiplicity": 2, "s_squared": 0.751}

Computed relative energy (zero: lowest compared OMol25 entry of this formula, charge and spin), in the same sequence as the records: 4.4184; 1.3111; 3.2437 eV.
Computed max |F|, in the same sequence as the records: 0.0865; 0.0547; 0.0918 Eh/bohr.